# 1
{"formula": "C18H50Cl4O14", "method": "ωB97M-V with the def2-TZVPD basis set", "spin_multiplicity": 2, "s2": 0.755, "total_energy_ev": -98217.7769, "total_charge": 1, "symbols": ["C", "C", "O", "O", "H", "H", "H", "H", "H", "H", "C", "C", "O", "O", "H", "H", "H", "H", "H", "H", "C", "C", "O", "O", "H", "H", "H", "H", "H", "H", "C", "C", "O", "O", "H", "H", "H", "H", "H", "H", "C", "C", "O", "O", "H", "H", "H", "H", "H", "H", "C", "C", "O", "O", "H", "H", "H", "H", "H", "H", "C", "C", "O", "O", "H", "H", "H", "H", "H", "H", "Cl", "C", "C", "Cl", "H", "H", "H", "H", "Cl", "C", "C", "Cl", "H", "H", "H", "H"], "xyz": [[3.5473, 2.9124, 2.8587], [3.2397, 2.9035, 1.3846], [3.6212, 1.6433, 0.8055], [2.8388, 1.8730, 3.5672], [3.2023, 3.7965, 3.3949], [4.5752, 2.6909, 3.1462], [3.7032, 3.7224, 0.8345], [2.1613, 2.9433, 1.2310], [3.2929, 0.8871, 1.2973], [1.9252, 2.1675, 3.5795], [3.8870, -1.5997, 2.3511], [4.8207, -0.8583, 3.2728], [4.0890, -0.4858, 4.4844], [2.8238, -0.8674, 1.8834], [3.5080, -2.5592, 2.7030], [4.4432, -1.7821, 1.4316], [5.2011, 0.0186, 2.7489], [5.6261, -1.5547, 3.5061], [3.4688, 0.2076, 4.2474], [2.1105, -0.8790, 2.5259], [-2.4741, 0.9063, -3.6897], [-3.2194, 1.8789, -4.6476], [-4.3075, 2.3514, -3.8697], [-3.3506, -0.1664, -3.3680], [-2.3720, 1.5062, -2.7855], [-1.5112, 0.5324, -4.0378], [-3.4910, 1.3018, -5.5315], [-2.5349, 2.6647, -4.9669], [-4.9473, 1.6478, -3.7388], [-3.2938, -0.5000, -2.4697], [3.7722, 1.6988, -3.1588], [4.4020, 2.9627, -2.6252], [5.6581, 3.2391, -3.2215], [3.0963, 1.9372, -4.4332], [2.9832, 1.2431, -2.5605], [4.4462, 0.8425, -3.1825], [4.4273, 2.9241, -1.5362], [3.7501, 3.8224, -2.7806], [6.2770, 2.6087, -2.8457], [2.6466, 1.1501, -4.7491], [1.2613, -3.3298, -0.5823], [2.7079, -3.0176, -1.0728], [2.9759, -3.1147, -2.4232], [0.8186, -4.6960, -0.7380], [0.6140, -2.5519, -0.9871], [1.2900, -3.0955, 0.4818], [3.4287, -3.7192, -0.6530], [2.9206, -1.9857, -0.7934], [3.9141, -2.9161, -2.4659], [1.0712, -4.9844, -1.6181], [-3.2261, -1.1464, 4.4891], [-3.4671, -0.0427, 3.4036], [-4.0536, -0.5815, 2.2189], [-4.4600, -1.3427, 5.0971], [-2.5483, -0.8828, 5.3010], [-2.8668, -2.0633, 4.0220], [-2.5034, 0.4275, 3.2081], [-4.0886, 0.7955, 3.7187], [-4.9497, -0.8582, 2.4237], [-4.3101, -1.9334, 5.8389], [-2.2691, -2.4681, -1.3411], [-3.1288, -3.6251, -1.8071], [-3.7388, -4.2156, -0.6763], [-3.0504, -1.3574, -0.9185], [-1.7736, -2.1658, -2.2637], [-1.4898, -2.7251, -0.6236], [-2.4785, -4.3368, -2.3156], [-3.8378, -3.3956, -2.6026], [-4.6941, -4.1442, -0.7387], [-3.2383, -1.5607, 0.0007], [-0.1786, 1.2092, 1.9940], [-0.3682, 0.1156, 0.5686], [0.7925, 0.4441, -0.3641], [0.3716, -0.0899, -2.0122], [-1.2909, 0.5293, 0.1617], [-0.5360, -0.9087, 0.9011], [1.7009, -0.0668, -0.0448], [1.0672, 1.4865, -0.5255], [-2.9368, 3.1609, -0.1109], [-4.2128, 1.9373, -0.0082], [-5.3538, 2.6694, 0.6986], [-6.9099, 1.7422, 0.4899], [-3.8900, 1.0374, 0.5153], [-4.5642, 1.5902, -0.9799], [-5.5201, 3.6849, 0.3389], [-5.0432, 2.7597, 1.7395]], "lowdin_charge": [-0.19, -0.21, -0.09, -0.11, 0.13, 0.13, 0.12, 0.09, 0.02, 0.05, -0.27, -0.18, -0.07, -0.10, 0.13, 0.12, 0.11, 0.13, 0.03, 0.09, -0.12, -0.10, 0.12, 0.08, 0.11, 0.15, 0.15, 0.15, 0.13, 0.06, -0.22, -0.24, -0.04, -0.08, 0.07, 0.12, 0.10, 0.13, 0.09, 0.07, -0.22, -0.27, -0.06, -0.05, 0.04, 0.11, 0.13, 0.10, 0.09, 0.08, -0.24, -0.21, -0.09, -0.06, 0.12, 0.12, 0.06, 0.12, 0.10, 0.09, -0.24, -0.23, -0.04, -0.09, 0.10, 0.11, 0.12, 0.13, 0.09, 0.09, 0.63, -0.58, -0.61, 0.66, 0.02, 0.08, 0.04, 0.07, 0.60, -0.67, -0.64, 0.53, 0.04, 0.04, 0.06, 0.07]}

# 2
{"formula": "C18H50ClO11", "method": "ωB97M-V with the def2-TZVPD basis set", "relative_energy_kcal_mol": 388.1, "total_charge": -1, "symbols": ["Cl", "O", "O", "O", "O", "O", "H", "H", "C", "C", "C", "O", "H", "H", "H", "H", "H", "H", "H", "H", "C", "C", "C", "O", "H", "H", "H", "H", "H", "H", "H", "H", "C", "C", "C", "O", "H", "H", "H", "H", "H", "H", "H", "H", "C", "C", "C", "O", "H", "H", "H", "H", "H", "H", "H", "H", "C", "C", "C", "O", "H", "H", "H", "H", "H", "H", "H", "H", "C", "C", "C", "O", "H", "H", "H", "H", "H", "H", "H", "H"], "xyz": [[20.2250, -1.1040, 10.8818], [19.3602, -1.3034, 12.0124], [20.0214, 0.1601, 10.2581], [21.6190, -1.1077, 11.3274], [20.1204, -2.2422, 10.0186], [21.2974, -1.0394, 14.2053], [21.0439, -1.1330, 13.2870], [20.8895, -0.2198, 14.4846], [16.5109, -1.2364, 10.6067], [16.7145, -0.4340, 11.9298], [16.9657, -1.3708, 13.1287], [17.7423, 0.4478, 11.7269], [16.2470, -0.4854, 9.8621], [15.6215, -1.8663, 10.5919], [17.4437, -1.6823, 10.2615], [15.8506, 0.1850, 12.1719], [17.8459, -1.9988, 12.9907], [16.0424, -1.9247, 13.2985], [17.1300, -0.8603, 14.0776], [18.5529, -0.0574, 11.6302], [19.4730, -5.7760, 8.0554], [19.3924, -4.5420, 9.0629], [19.4292, -4.9735, 10.5163], [20.4918, -3.7056, 8.7364], [19.6617, -5.2852, 7.1006], [18.5444, -6.3335, 7.9328], [20.2420, -6.4954, 8.3369], [18.5787, -3.8886, 8.7482], [18.9545, -4.2361, 11.1636], [20.4602, -5.0910, 10.8500], [18.9078, -5.8744, 10.8397], [20.4723, -2.9365, 9.3105], [24.4065, -0.7403, 10.4059], [23.5057, -1.3078, 9.2426], [22.9274, -2.6361, 9.6524], [22.5407, -0.2946, 9.0591], [23.7949, -0.4619, 11.2641], [24.8819, 0.2186, 10.1998], [25.2127, -1.4263, 10.6658], [24.0992, -1.3746, 8.3308], [22.6270, -2.6628, 10.6999], [23.6805, -3.4236, 9.6809], [22.0698, -2.9982, 9.0854], [21.9039, -0.4890, 9.7507], [20.2519, -3.8864, 12.7882], [21.7253, -3.9179, 12.6247], [22.1543, -4.6221, 11.3301], [22.2714, -2.6601, 12.7286], [19.8659, -3.5418, 11.8288], [19.9536, -3.2677, 13.6346], [19.8826, -4.9031, 12.9225], [22.0927, -4.5495, 13.4335], [21.8059, -5.6541, 11.3712], [23.2285, -4.6771, 11.1536], [21.7950, -4.0917, 10.4482], [21.8096, -2.1097, 12.0919], [18.2524, 1.2720, 14.2391], [19.5428, 0.6666, 13.7693], [19.9784, 1.1643, 12.4228], [20.5630, 0.8614, 14.7068], [17.4118, 1.0226, 13.5916], [18.3220, 2.3560, 14.3294], [17.8905, 0.8899, 15.1936], [19.3890, -0.4078, 13.6685], [20.0385, 2.2511, 12.3639], [19.1906, 1.0283, 11.6818], [20.9076, 0.7417, 12.0408], [20.5614, 1.8012, 14.9024], [21.9570, 3.6015, 10.9940], [21.6531, 2.1331, 10.6970], [21.4903, 1.8675, 9.2337], [22.8646, 1.4470, 11.0866], [22.7227, 4.0282, 10.3461], [22.3892, 3.7333, 11.9859], [21.0621, 4.2232, 10.9700], [20.7864, 1.8340, 11.2864], [22.2729, 2.3164, 8.6220], [20.5509, 2.3461, 8.9568], [21.2565, 0.8380, 8.9624], [22.6435, 0.5131, 11.0620]], "lowdin_charge": [0.93, -0.33, -0.28, -0.32, -0.15, -0.03, -0.01, -0.18, -0.02, -0.45, -0.04, -0.15, 0.08, 0.07, 0.06, 0.14, 0.07, 0.08, 0.06, -0.02, -0.04, -0.40, -0.09, -0.12, 0.06, 0.06, 0.07, 0.13, 0.05, 0.02, 0.10, -0.23, -0.03, -0.37, -0.07, -0.12, 0.06, 0.08, 0.08, 0.13, 0.04, 0.10, 0.07, 0.00, -0.09, -0.46, -0.09, -0.05, 0.01, 0.10, 0.10, 0.14, 0.09, 0.09, 0.04, -0.10, -0.03, -0.41, -0.10, 0.03, 0.06, 0.09, 0.09, 0.12, 0.13, 0.06, 0.08, 0.15, -0.05, -0.48, -0.07, -0.06, 0.07, 0.07, 0.07, 0.02, 0.10, 0.09, 0.05, 0.01]}

# 3
{"formula": "C18H50N2O8", "method": "ωB97M-V with the def2-TZVPD basis set", "relative_energy_kcal_mol": 89.0, "smiles": "COCCNCCOC.COCCNCCOC.CC(C)O.CO.CO.CO", "total_charge": 0, "symbols": ["C", "O", "C", "C", "N", "C", "C", "O", "C", "H", "H", "H", "H", "H", "H", "H", "H", "H", "H", "H", "H", "H", "H", "H", "C", "O", "C", "C", "N", "C", "C", "O", "C", "H", "H", "H", "H", "H", "H", "H", "H", "H", "H", "H", "H", "H", "H", "H", "C", "C", "C", "O", "H", "H", "H", "H", "H", "H", "H", "H", "C", "O", "H", "H", "H", "H", "C", "O", "H", "H", "H", "H", "C", "O", "H", "H", "H", "H"], "xyz": [[-4.9458, -1.3874, -0.5307], [-4.0712, -0.8212, 0.4138], [-3.0339, -1.7107, 0.6973], [-2.2991, -1.2462, 2.0583], [-3.2069, -1.1173, 3.1636], [-2.6539, -0.7456, 4.3997], [-3.5586, -1.0490, 5.5533], [-4.6884, -0.2183, 5.2412], [-5.8830, -0.6011, 5.9639], [-5.6452, -2.0809, -0.0671], [-4.4052, -1.8500, -1.3301], [-5.5762, -0.6340, -1.0201], [-2.2444, -1.6347, -0.0944], [-3.3653, -2.7154, 0.6865], [-1.5753, -0.3940, 1.8567], [-1.6204, -2.0221, 2.3304], [-4.1275, -0.6846, 2.9461], [-2.3726, 0.3460, 4.4126], [-1.7652, -1.3887, 4.4666], [-3.0957, -0.7319, 6.4648], [-3.9523, -2.0597, 5.5774], [-6.3464, -1.5319, 5.6173], [-6.4981, 0.2158, 5.8037], [-5.7126, -0.6603, 7.0380], [5.4859, -1.0260, 5.4655], [4.2164, -0.4147, 5.2007], [3.0874, -1.2777, 5.3487], [1.9955, -0.9840, 4.2881], [2.6572, -1.1159, 3.0471], [1.8410, -1.1102, 1.8258], [1.3154, 0.2168, 1.3400], [2.3358, 1.1785, 1.1661], [1.9966, 2.4811, 0.7416], [5.7333, -0.8073, 6.4880], [6.1956, -0.5472, 4.7514], [5.4390, -2.0845, 5.2522], [2.6986, -1.2119, 6.3917], [3.3728, -2.3087, 5.1693], [1.4417, -0.0393, 4.4755], [1.3003, -1.8349, 4.4186], [3.2551, -0.2642, 2.9153], [1.0338, -1.8288, 2.0265], [2.4801, -1.6226, 1.1229], [0.5569, 0.6661, 1.9916], [0.7906, 0.0259, 0.4326], [2.8876, 2.8439, 0.1655], [1.9119, 3.1842, 1.5688], [1.1412, 2.5439, 0.0016], [1.6151, -0.5038, -7.2696], [1.6334, -0.5246, -5.7470], [3.1264, -0.4275, -5.3103], [1.0005, 0.6278, -5.1409], [2.4137, -1.1589, -7.5861], [1.9546, 0.5370, -7.5772], [0.6323, -0.7214, -7.6463], [1.1299, -1.4563, -5.3770], [3.2399, -0.4646, -4.2353], [3.5441, 0.4142, -5.8670], [3.5760, -1.3445, -5.6705], [0.1580, 0.3759, -4.7242], [-0.9145, -0.3659, -2.5078], [-1.3447, -0.2942, -3.8891], [-1.1722, 0.5406, -1.9614], [-1.3845, -1.2456, -2.0619], [0.1719, -0.4606, -2.3981], [-1.8152, 0.5620, -3.9202], [-0.7827, 3.1251, -4.2762], [-1.9425, 2.3173, -4.5963], [0.1540, 2.7109, -4.6584], [-0.8709, 4.1872, -4.5846], [-0.7072, 3.1616, -3.1806], [-2.1476, 2.3434, -5.5075], [2.8207, 3.6466, -5.4534], [2.5387, 2.8744, -4.2881], [3.6873, 3.3231, -6.0624], [1.9676, 3.6381, -6.1452], [3.0868, 4.6140, -5.0119], [2.1047, 2.0297, -4.5895]], "lowdin_charge": [-0.12, -0.18, -0.20, -0.18, -0.09, -0.25, -0.21, -0.21, -0.08, 0.09, 0.08, 0.09, 0.10, 0.10, 0.11, 0.09, 0.14, 0.14, 0.12, 0.11, 0.12, 0.09, 0.06, 0.09, -0.09, -0.21, -0.22, -0.24, -0.08, -0.19, -0.23, -0.19, -0.11, 0.07, 0.10, 0.08, 0.12, 0.10, 0.12, 0.12, 0.13, 0.11, 0.11, 0.11, 0.10, 0.10, 0.08, 0.10, -0.06, -0.44, -0.05, -0.11, 0.07, 0.10, 0.07, 0.15, 0.08, 0.08, 0.07, 0.04, -0.12, -0.15, 0.08, 0.06, 0.08, 0.05, -0.10, -0.12, 0.04, 0.09, 0.09, 0.07, -0.17, -0.17, 0.07, 0.07, 0.08, 0.03]}

Number 1: maximum force 4.232 eV/Å. Number 2: maximum force 9.977 eV/Å. Number 3: maximum force 3.581 eV/Å.